No. 1
The following is a DFT calculation (the ωB97M-V functional and the def2-TZVPD basis) of a 6-piece molecular cluster, C15H45N9O6 overall in a non-equilibrium geometry.

Properties
HOMO = -0.313 hartree
multiplicity = 1
SMILES = COC[C@H](C)N.COC[C@H](C)N.COC[C@H](C)N.NC(N)=O.NC(N)=O.NC(N)=O
E_tot = -1542.82522 Ha
LUMO energy = 0.557 eV

Structure (XYZ):
```
75
Properties=species:S:1:pos:R:3:forces:R:3
C 2.4521 2.9835 -1.6850 0.296 0.538 -0.368
C 1.0059 3.4112 -1.9430 -0.022 -0.778 0.909
C 0.2779 2.4893 -2.9075 0.337 0.241 -0.357
O 0.8106 2.4932 -4.2246 0.163 0.043 -0.094
C 0.6397 3.7101 -4.9076 -1.366 0.168 0.414
N 0.2681 3.3631 -0.6643 -0.184 0.411 -0.183
H 3.0952 2.9285 -2.5692 -0.246 -0.049 -0.113
H 2.4670 2.0216 -1.1735 -0.062 -0.049 0.010
H 2.9106 3.7245 -1.0251 0.045 -0.121 0.105
H 0.9250 4.4407 -2.2945 0.230 0.026 -0.125
H -0.7747 2.8040 -2.9122 -0.053 -0.260 -0.096
H 0.3940 1.4498 -2.5972 -0.273 0.031 0.265
H -0.4152 4.0402 -4.8195 0.115 -0.122 -0.002
H 0.7904 3.5409 -5.9692 0.533 0.086 0.021
H 1.2067 4.5364 -4.4742 0.475 -0.109 -0.339
H 0.2175 2.4080 -0.3068 0.216 0.264 -0.257
H 0.8255 3.8803 0.0075 -0.177 -0.022 0.170
C 5.5226 -4.6286 2.2998 0.184 0.315 0.416
C 4.2084 -4.2438 2.9561 -0.254 -0.850 -0.012
C 3.8367 -2.8064 2.6400 0.353 -0.172 0.471
O 2.5693 -2.5644 3.1977 -0.511 -0.203 -0.474
C 2.0161 -1.3260 2.8214 -0.472 0.833 -0.129
N 3.1301 -5.1055 2.4007 -0.466 0.583 0.451
H 5.3700 -4.5519 1.2230 0.234 -0.276 -0.052
H 5.8496 -5.6225 2.6062 -0.233 -0.166 -0.294
H 6.3518 -3.9762 2.5870 -0.177 0.205 -0.023
H 4.1999 -4.4108 4.0388 0.483 0.397 0.068
H 3.8977 -2.6903 1.5476 -0.432 0.187 -0.015
H 4.5579 -2.1098 3.0858 0.150 -0.054 -0.072
H 1.8182 -1.2029 1.7495 0.678 -0.285 -0.127
H 2.6455 -0.5083 3.1839 -0.030 0.117 -0.167
H 1.0084 -1.1789 3.2177 0.235 -0.439 0.579
H 2.3011 -4.7542 2.8850 -0.181 -0.047 -0.391
H 3.1835 -6.0600 2.7436 0.482 -0.010 -0.103
C -6.4409 2.0577 -0.4026 0.129 0.727 0.716
C -5.5690 1.7406 -1.6026 0.019 0.190 0.206
C -4.5732 0.6317 -1.2637 -0.352 -0.541 0.361
O -3.6865 0.8982 -0.1852 0.076 0.533 -0.580
C -2.9790 2.1339 -0.3563 0.145 -0.214 1.076
N -6.3806 1.2964 -2.7342 -0.163 -0.100 -0.376
H -5.8763 2.5757 0.3802 0.225 -0.099 -0.185
H -6.8622 1.1973 0.1189 -0.160 -0.203 -0.450
H -7.2221 2.7755 -0.6665 -0.161 -0.246 -0.105
H -5.0237 2.6527 -1.8661 0.005 0.026 0.045
H -4.0214 0.3078 -2.1544 0.064 0.188 -0.059
H -5.1759 -0.2125 -0.9183 0.069 -0.113 -0.195
H -2.8835 2.4401 -1.3947 0.099 -0.083 -0.080
H -1.9948 2.0184 0.0976 0.065 -0.092 -0.308
H -3.4682 2.9174 0.2343 -0.152 0.100 -0.332
H -7.3297 1.6437 -2.6821 0.006 -0.030 0.259
H -6.0280 1.6611 -3.6108 0.198 -0.162 0.037
C 0.0938 -0.5248 -0.2562 0.196 0.303 -1.082
O 0.3108 0.5989 0.1882 -0.135 -0.311 0.321
N 1.0561 -1.2906 -0.8647 -0.404 -0.794 0.122
N -1.1230 -1.1079 -0.3441 -0.674 -0.064 0.253
H 2.0103 -1.0158 -1.0013 -0.041 0.413 0.436
H 0.8861 -2.2769 -0.7411 0.441 -0.169 -0.290
H -1.2542 -1.9322 -0.9004 0.215 -0.093 0.091
H -1.9798 -0.6807 -0.0248 0.262 0.429 0.172
C 0.2487 -4.7442 -0.1399 0.745 1.168 0.608
O -0.3868 -4.1588 0.7324 -0.405 -0.525 -0.714
N 1.6122 -4.5200 -0.2115 -1.000 -0.259 -0.625
N -0.2924 -5.5060 -1.1349 -0.334 -0.005 0.110
H 2.1393 -5.1416 -0.8001 0.455 0.089 0.313
H 1.9934 -4.1735 0.6572 0.421 -0.512 -0.030
H 0.2440 -6.0723 -1.7640 0.107 0.134 -0.011
H -1.2832 -5.4434 -1.2791 -0.039 -0.171 0.160
C 0.6827 2.8037 3.1361 -0.451 -0.733 -0.387
O 1.8535 2.6661 2.8065 -0.238 0.257 0.151
N 0.2841 3.7709 4.0225 0.760 0.141 -0.339
N -0.3052 1.9904 2.6467 0.203 -0.151 0.024
H 1.0962 4.2304 4.3971 -0.345 0.258 0.406
H -0.5998 3.7833 4.4916 0.019 -0.064 0.075
H -1.2852 2.1545 2.7863 0.055 0.222 0.090
H -0.0495 1.3698 1.8861 0.010 0.122 0.025
```
Forces are in eV/Å.


No. 2
The following is a DFT calculation (the ωB97M-V functional and the def2-TZVPD basis) of C15H46BeF3N8O17S as an isolated structure in a non-equilibrium geometry.

Properties
HOMO = -0.425 hartree
total charge = +1
multiplicity = 1
E_tot = -3028.76546 Ha
LUMO energy = -1.845 eV

Structure (XYZ):
```
91
Properties=species:S:1:pos:R:3:forces:R:3
Be -1.2403 2.4065 -1.6083 0.216 -1.519 0.351
C -1.1544 -1.5784 0.1096 -4.246 4.099 1.504
F -2.1058 -1.6040 -0.7786 -1.625 -0.408 -1.587
F -1.7113 -1.6501 1.3095 -0.835 0.240 1.099
F -0.4070 -2.5100 0.0050 5.066 -6.157 -1.276
S -0.3056 -0.0293 -0.0329 0.192 6.490 0.854
O 1.0199 -0.3957 -0.5320 -1.215 0.481 0.491
O -1.1358 0.8502 -1.0660 1.543 -3.244 1.857
O -0.4309 0.6298 1.3024 0.696 -1.788 -2.910
C -2.0067 1.6466 -3.9613 -0.778 -0.416 -0.929
O -1.6280 2.5213 -3.1270 -0.008 0.270 -1.327
N -2.2683 2.0227 -5.3027 0.121 -1.815 2.788
N -2.2716 0.3958 -3.4906 -0.203 3.523 -1.227
H -1.7341 2.6891 -5.8223 0.128 0.279 0.189
H -2.8896 1.3899 -5.7803 0.337 0.026 -0.320
H -2.5817 0.4614 -2.5412 0.335 -0.924 0.403
H -2.2911 -0.4261 -4.0609 -0.239 -1.107 -0.445
C -1.4670 -3.0117 -4.2866 -2.406 0.595 -1.309
O -2.0969 -1.9737 -4.6670 1.223 -1.874 0.322
N -2.0484 -4.2415 -4.5193 0.843 -0.495 0.093
N -0.2848 -2.8903 -3.6669 -0.085 -0.444 0.128
H -1.5286 -5.1061 -4.2742 -0.715 1.084 -0.511
H -2.7687 -4.2901 -5.2617 0.873 0.162 1.061
H 0.0099 -1.9536 -3.7057 0.685 1.106 0.338
H 0.3482 -3.5661 -3.2704 -0.378 -0.304 -0.180
C 1.1194 3.3860 -1.7296 -0.740 1.827 -3.805
O 0.0851 3.0139 -1.1979 -0.413 -0.958 1.023
N 1.9950 3.9146 -0.9447 2.625 0.972 3.833
N 1.1885 3.5898 -3.1020 1.297 0.153 1.392
H 2.9222 4.2941 -1.0943 -0.382 -0.383 -0.837
H 1.7803 3.8341 0.0761 0.134 -0.078 -1.322
H 0.6851 2.9478 -3.7068 0.426 0.210 0.328
H 2.1217 3.9263 -3.3674 -0.817 -0.649 -0.460
C -3.2780 3.5299 -0.2008 -0.007 3.403 0.379
O -2.2392 3.1583 -0.7424 -1.096 -1.040 0.395
N -3.3761 4.9300 -0.2528 -1.313 -1.721 1.016
N -4.1964 2.8106 0.4496 -1.300 -0.176 1.963
H -4.2852 5.3393 -0.2719 -0.593 0.168 0.280
H -2.7956 5.2889 -0.9634 0.824 0.427 -0.650
H -4.8145 3.1444 1.2835 1.756 -0.213 -2.591
H -4.0894 1.8020 0.4959 0.239 0.169 -0.181
C 3.5285 -2.8942 0.3901 0.704 -0.462 -2.277
C 3.2399 -4.2708 -0.3035 -0.136 0.487 0.663
O 1.8884 -4.4667 -0.7040 -0.541 0.092 1.031
O 2.8699 -2.6006 1.5810 -0.896 0.349 0.637
H 3.2265 -2.1013 -0.3523 0.175 -0.705 0.868
H 4.6304 -2.8779 0.4415 -0.260 0.310 0.425
H 3.6179 -5.1164 0.2915 -0.271 0.190 0.168
H 3.8190 -4.2997 -1.2238 0.094 0.234 -0.099
H 1.3244 -4.5027 0.1045 0.682 0.014 -0.847
H 3.2913 -2.8232 2.4201 0.397 -0.466 -0.527
C 4.6262 1.2412 2.8096 0.172 -1.528 -1.064
C 3.9569 2.3441 2.1709 -3.165 3.223 0.249
O 2.5215 2.1221 1.9040 1.227 0.076 0.467
O 4.5376 0.1118 1.9012 -1.370 -0.821 1.879
H 4.2983 1.0752 3.8296 -0.594 -0.452 -0.008
H 5.6311 1.5245 2.9170 1.751 0.113 -0.019
H 4.3067 2.7430 1.2226 1.007 -0.424 -0.005
H 3.9682 3.1919 2.8926 -0.032 -0.272 -0.493
H 2.5315 1.4260 1.2434 -0.389 -0.372 -0.153
H 3.7474 -0.3958 2.2489 1.288 0.491 -0.991
C 3.6626 0.2275 -2.3353 0.083 1.644 0.720
C 4.5090 1.0781 -1.3558 -0.076 -1.570 0.687
O 5.2690 2.0232 -2.0259 -0.283 0.928 -1.325
O 2.3613 0.9106 -2.5868 1.816 -0.972 0.838
H 3.4991 -0.7233 -1.8435 -0.309 -0.276 -0.122
H 4.2994 0.0843 -3.2131 -0.773 0.131 -0.328
H 5.1522 0.4320 -0.7383 -0.049 -0.167 -0.331
H 3.8254 1.4904 -0.6181 -0.311 0.530 0.111
H 5.9889 2.4022 -1.5291 0.145 -0.180 0.522
H 2.0144 0.8844 -1.6642 -0.285 -0.156 -1.025
C 0.0075 -2.5580 4.0596 -0.998 -1.541 0.722
C -1.2948 -3.3475 4.4252 0.251 2.238 -0.418
O -2.2180 -2.5711 5.2300 -0.029 -0.224 -2.066
O 0.7904 -3.4366 3.2719 0.219 0.073 0.053
H 0.4823 -2.2568 4.9681 0.778 -0.122 0.877
H -0.1244 -1.6520 3.5399 -0.916 1.126 -0.795
H -0.9991 -4.2505 4.9285 -0.032 -0.558 0.019
H -1.7880 -3.5081 3.4699 -0.233 -0.488 0.185
H -1.9821 -2.6282 6.1293 0.563 -0.180 1.599
H 1.0805 -2.9235 2.5118 0.295 -0.230 -0.164
C -5.2230 0.8881 2.7349 0.160 -0.879 -0.487
C -5.5777 0.3479 4.0952 -0.265 0.689 0.659
O -5.3702 -1.0270 4.0820 0.959 -2.291 1.272
O -5.8236 0.0216 1.6985 0.949 3.077 0.134
H -4.0990 0.9885 2.7724 -0.836 -0.436 -1.014
H -5.6583 1.8974 2.5986 0.057 -0.578 0.064
H -6.6384 0.5993 4.2634 0.262 -0.292 0.418
H -4.9159 0.7997 4.8419 -0.404 0.345 0.025
H -4.8574 -1.4343 4.8613 -1.131 1.456 -1.794
H -5.7780 -0.8857 1.9411 0.386 -1.141 0.843
```
Forces are in eV/Å.


No. 3
The following is a DFT calculation (the ωB97M-V functional and the def2-TZVPD basis) of a 8-piece molecular cluster, C15H46ClN8O13 overall in a non-equilibrium geometry.

Properties
HOMO (spin up / spin down) = -0.323 / -0.323 hartree
multiplicity = 2
E_tot = -2474.99436 Ha
LUMO energy (spin up / spin down) = -0.511 / -5.526 eV

Structure (XYZ):
```
83
Properties=species:S:1:pos:R:3:forces:R:3
Cl -3.6003 -24.9583 5.8649 1.208 0.704 -2.496
O -3.8174 -23.7418 5.1760 -0.620 3.019 0.336
O -2.3563 -25.4235 5.3852 2.499 -1.214 0.409
O -3.5961 -24.8239 7.2802 0.304 0.670 2.062
O -4.6007 -25.8101 5.4493 -3.049 -2.903 -0.083
C -4.0256 -28.6362 3.7875 -1.237 -0.985 1.439
O -3.5766 -29.7593 4.5978 -0.778 0.321 -0.654
C -3.5538 -29.3829 5.9730 0.945 0.085 -1.152
C -2.8446 -30.4545 6.7537 0.723 1.227 0.390
N -3.4028 -31.7652 6.6630 0.392 -0.749 -0.350
C -2.5137 -32.7337 7.3098 0.477 -0.077 0.036
C -1.2313 -33.2673 6.5419 -1.433 -0.155 1.725
O -0.6178 -34.0496 7.5737 0.070 -0.022 -0.338
C 0.5839 -34.6571 7.1989 0.930 -0.098 -0.097
H -3.3463 -27.7978 3.9415 0.061 0.006 -0.751
H -5.0064 -28.3478 4.1657 -0.047 0.509 0.615
H -4.3827 -28.9456 2.8052 1.380 -0.148 -0.357
H -4.5222 -29.1033 6.3879 -0.379 -0.239 -0.196
H -2.9176 -28.4978 5.9718 0.003 0.336 0.614
H -2.7867 -30.0683 7.7713 -0.235 -0.368 0.355
H -1.8035 -30.4805 6.4317 0.388 0.272 -0.241
H -3.2982 -31.9527 5.6761 -0.777 -0.273 -0.475
H -3.1003 -33.6019 7.6102 0.118 -0.170 -0.184
H -2.1602 -32.2943 8.2427 0.117 0.028 0.061
H -0.5561 -32.4945 6.1745 -0.034 0.118 -0.066
H -1.5790 -33.9279 5.7476 0.234 0.024 -0.367
H 0.5731 -35.1025 6.2042 -0.331 -0.128 -0.160
H 0.8994 -35.4237 7.9067 -0.602 -0.132 0.165
H 1.4332 -33.9740 7.2091 0.005 0.568 -0.131
C 1.9623 -22.4826 8.7542 0.816 0.781 -2.025
O 0.7986 -23.0585 8.1396 -0.315 0.260 1.958
C 0.0559 -23.8615 9.0378 0.954 -0.312 -2.309
C -0.9251 -23.0783 10.0084 0.134 -0.138 0.458
N -2.0408 -22.5984 9.2598 2.878 1.341 -3.279
C -1.7155 -21.3480 8.4455 -1.516 0.473 1.940
C -2.7330 -20.9281 7.4163 -0.567 0.292 -1.790
O -2.1561 -20.6452 6.1138 0.020 -0.309 0.341
C -1.3826 -21.6172 5.3186 -0.206 0.621 1.830
H 2.8400 -23.1018 8.5690 -0.193 -0.656 0.592
H 1.9220 -22.1061 9.7763 -0.519 -0.355 0.023
H 2.1954 -21.6618 8.0759 -0.110 0.502 0.351
H 0.7629 -24.5259 9.5347 -0.191 0.227 1.008
H -0.4220 -24.5576 8.3485 -0.924 0.005 0.412
H -0.4570 -22.2188 10.4883 0.238 -0.121 -0.068
H -1.1416 -23.8180 10.7792 -0.522 -0.024 -0.109
H -2.3532 -23.1992 8.5105 -1.355 -1.468 0.342
H -0.7808 -21.2883 7.8881 0.819 -1.074 0.542
H -1.6961 -20.5786 9.2174 0.450 0.240 0.027
H -3.1627 -19.9748 7.7239 0.180 0.115 -0.190
H -3.6224 -21.5514 7.3239 0.170 -0.673 0.010
H -0.3418 -21.3190 5.4447 0.136 0.023 -0.392
H -1.6956 -21.5473 4.2769 -0.098 -0.113 0.246
H -1.4582 -22.6249 5.7273 -0.364 -0.137 -0.300
C -3.7205 -25.1889 0.6487 0.067 0.187 -1.360
O -4.7383 -25.2245 0.0149 -1.654 -0.093 -2.227
N -3.7357 -25.0793 1.9175 -1.056 0.710 7.604
N -2.4698 -25.1954 0.2402 1.355 -0.668 -3.566
H -4.5490 -24.7264 2.4014 -0.024 -0.394 -0.325
H -2.9424 -25.2071 2.5295 -0.100 0.080 -0.429
H -2.4169 -25.3083 -0.7620 0.737 0.030 0.227
H -1.7035 -25.0327 0.8777 -0.204 -0.051 -0.624
C -1.1930 -27.6777 9.1083 3.136 -0.245 2.599
O -0.1906 -27.1450 8.8115 6.177 2.923 -1.321
N -2.1965 -27.5585 8.4128 -8.461 0.662 -4.486
N -1.3020 -28.3263 10.2262 -0.310 -2.000 3.145
H -2.1902 -26.8178 7.7261 -0.183 -0.245 -0.167
H -3.0505 -27.6950 8.9345 -0.466 0.137 -0.842
H -2.1532 -28.8409 10.4017 0.651 -0.107 0.760
H -0.4898 -28.1877 10.8103 -0.552 -0.800 0.365
C -7.5206 -22.9990 5.9973 -5.113 1.979 -0.674
O -8.7016 -22.6758 6.2216 0.837 -0.277 1.376
N -6.5821 -23.2337 6.8497 2.454 -0.837 2.884
N -7.1560 -22.9486 4.7306 0.959 -0.862 -3.420
H -5.7793 -23.7327 6.4938 0.087 0.161 0.578
H -6.8271 -23.2217 7.8295 0.188 -0.354 -0.268
H -6.5749 -23.7123 4.4158 0.388 0.162 -0.222
H -7.9940 -22.8564 4.1743 0.183 0.027 -0.221
O -5.0067 -20.4153 5.1989 -0.162 0.419 0.133
H -5.0791 -21.2780 5.6073 -0.232 -0.411 -0.096
H -4.1803 -20.4465 4.7170 0.242 -0.001 -0.043
O -0.6355 -24.8074 2.0623 0.717 0.246 0.606
H 0.2743 -25.0535 1.8953 0.273 -0.126 -0.142
H -0.6899 -24.7208 3.0140 -0.182 0.024 0.426
```
Forces are in eV/Å.